No. 1
Computed, not measured: the molecule C3H6NP, with wB97M-V/def2-TZVPD.

Geometry as XYZ:
```
11
Properties=species:S:1:pos:R:3:forces:R:3
C 1.226 1.718 0.162 -1.20 -0.22 0.42
C 0.601 -0.586 -0.232 -1.68 -1.14 0.45
C -0.770 -0.559 0.534 1.02 -0.05 -0.22
N 1.389 0.559 -0.152 1.50 1.10 -0.39
P -2.081 0.560 -0.103 -0.07 0.18 0.07
H 1.932 2.520 0.145 0.74 0.50 -0.07
H 1.192 -1.408 0.183 -0.09 -0.05 -0.17
H 0.423 -0.797 -1.292 0.05 -0.10 0.09
H -1.129 -1.588 0.501 -0.18 -0.03 0.17
H -0.571 -0.288 1.574 -0.01 -0.09 -0.02
H -2.211 -0.130 -1.321 -0.07 -0.10 -0.33
```
Forces are in eV/Å.

Spin multiplicity: 3
Net charge: 0
HOMO-LUMO gap (alpha / beta), eV: 8.23 / 8.71
LUMO (alpha / beta), eV: 1.135 / -1.107

Okay, here come the Mulliken numbers, in e, for every atom: -0.295 -0.382 -0.793 -0.176 0.033 0.253 0.290 0.304 0.386 0.380 0.001


No. 2
Computed, not measured: the molecule C4H4NO3P, with wB97M-V/def2-TZVPD.

Geometry as XYZ:
```
13
Properties=species:S:1:pos:R:3:forces:R:3
O 2.866 -1.772 -1.824 0.03 0.84 0.52
C 2.513 -1.058 -0.987 2.36 -0.36 -1.74
P 0.803 -1.399 -0.102 -2.81 -0.25 -0.19
C -0.390 -0.648 -1.011 -0.69 -1.03 -0.10
C -1.310 0.281 -0.255 -2.04 -1.76 0.58
C -0.731 1.168 0.755 1.01 -0.06 1.91
N 0.329 0.846 1.420 0.13 -0.12 -0.31
O 0.947 1.513 2.213 0.60 -0.25 0.51
O 0.882 -0.533 1.249 0.03 0.59 0.72
H -0.855 -1.085 -1.955 1.11 0.54 1.39
H -1.785 0.966 -0.880 -0.96 0.94 -1.62
H -2.227 -0.395 0.127 1.79 1.50 -0.28
H -1.041 2.114 1.248 -0.56 -0.58 -1.38
```
Forces are in eV/Å.

SMILES: O=C=P1=CCC=[N+]([O-])O1
Net charge: 0
HOMO-LUMO gap (alpha / beta), eV: 7.25 / 7.25
LUMO (alpha / beta), eV: -0.911 / -0.913

Okay, here come the Mulliken numbers, in e, for every atom: -0.226 0.246 0.104 -0.277 -0.763 -0.133 0.721 -0.654 -0.356 0.319 0.387 0.222 0.410


No. 3
Computed, not measured: the molecule C4H8O, with wB97M-V/def2-TZVPD.

Geometry as XYZ:
```
13
Properties=species:S:1:pos:R:3:forces:R:3
C 0.723 0.115 1.653 -0.01 0.01 0.06
C 0.653 0.085 0.129 0.05 0.02 -0.06
C -0.766 -0.129 -0.403 0.01 0.00 0.04
C -0.833 -0.146 -1.913 0.18 0.29 -0.13
O -0.111 0.525 -2.611 -0.24 -0.33 0.18
H 0.349 -0.819 2.091 0.04 0.13 -0.08
H 0.129 0.938 2.068 0.06 -0.12 -0.08
H 1.756 0.249 1.992 -0.16 -0.02 -0.05
H 1.044 1.020 -0.287 -0.05 -0.14 0.05
H 1.302 -0.712 -0.255 -0.10 0.10 0.05
H -1.224 -1.040 0.003 0.10 0.09 -0.08
H -1.411 0.706 -0.087 0.03 -0.12 0.00
H -1.612 -0.792 -2.378 0.09 0.10 0.09
```
Forces are in eV/Å.

SMILES: CCCC=O
Net charge: 0
HOMO-LUMO gap, eV: 10.86
LUMO, eV: 1.030

Okay, here come the Mulliken numbers, in e, for every atom: -1.203 -0.277 -0.507 -0.051 -0.472 0.317 0.319 0.337 0.278 0.312 0.333 0.279 0.334


Energy above the lowest of the compared OMol25 structures with the same formula, charge and spin in kJ/mol, matching the order above: 0.0; 588.4; 29.7
Max |F| in eV Å⁻¹, matching the order above: 2.08; 2.96; 0.45